(1)
Formula: C25H49AlBBr2ClF4LiMgNO10Si2
Source: OMol25
Level of theory: ωB97M-V/def2-TZVPD

Calculated values
HOMO level   -6.3 eV
Orbital gap   1.3 eV
DFT total energy   -8850.838163 a.u.
LUMO   -5.05 eV

Geometry as ORCA input:
```
! wB97M-V def2-TZVPD RIJCOSX def2/J DEFGRID3
* xyz 0 1
C 4.5895 3.1434 3.3123
C 3.2211 3.5875 2.8195
O 2.4273 2.4776 2.4755
C 2.3044 1.4529 3.4386
C 3.1781 0.2101 3.2443
O 3.1299 -0.2004 1.8893
Si 4.5068 -0.9307 1.2469
O 5.0022 0.0111 -0.0225
Si 3.8907 0.1522 -1.2493
O 4.2137 1.3707 -2.3125
B 3.7587 2.5966 -1.8974
O 3.1504 3.4647 -2.7702
O 3.9580 2.9485 -0.5661
H 4.5726 2.7312 4.3131
H 5.3167 3.9619 3.2637
H 4.9460 2.3413 2.6466
H 2.7548 4.2555 3.5456
H 3.3293 4.1943 1.9182
H 1.2836 1.0911 3.3366
H 2.4236 1.8190 4.4622
H 2.8115 -0.5839 3.8917
H 4.2322 0.4094 3.5032
H 4.2684 -2.2419 0.6625
H 5.6043 -1.0108 2.2296
H 3.8780 -1.1314 -1.9671
H 2.5662 0.3845 -0.6506
H 2.2461 3.5445 -2.4383
H 4.1604 3.8913 -0.5187
Br 2.5918 -6.4739 3.0139
C 2.0292 -5.0532 4.2188
C 1.6171 -3.8202 3.4703
Br 3.1643 -2.8199 2.7841
H 2.8548 -4.8762 4.8994
H 1.1787 -5.4519 4.7661
H 1.0996 -3.1334 4.1326
H 0.9930 -4.0272 2.6115
C 2.0943 5.5448 -0.4559
O 2.6602 6.1808 0.5861
H 1.5067 4.6088 -0.2150
H 1.3694 6.1162 -1.0631
H 2.8092 5.1547 -1.2164
Mg 5.3422 0.2666 4.8440
N -1.4081 -4.0587 3.7219
C -1.9085 -2.8265 3.7635
C -2.9997 -2.4137 3.0192
C -3.6012 -3.3314 2.1756
C -3.0952 -4.6197 2.1159
C -2.0022 -4.9333 2.9109
H -1.4031 -2.1351 4.4310
H -3.3640 -1.3988 3.0949
H -4.4514 -3.0404 1.5719
H -3.5342 -5.3646 1.4667
H -1.5739 -5.9298 2.8959
C -7.0622 -4.7315 -4.3378
C -5.6049 -5.0247 -4.0021
C -5.3743 -5.4288 -2.5480
C -5.7596 -4.3441 -1.5404
C -5.0554 -3.0061 -1.7575
C -3.5387 -3.0773 -1.6152
H -7.4442 -3.8888 -3.7598
H -7.1517 -4.4760 -5.3937
H -7.6971 -5.5997 -4.1450
H -4.9986 -4.1514 -4.2512
H -5.2522 -5.8345 -4.6465
H -4.3221 -5.7004 -2.4184
H -5.9450 -6.3355 -2.3220
H -5.5435 -4.7118 -0.5293
H -6.8394 -4.1799 -1.5717
H -5.4424 -2.2897 -1.0261
H -5.3101 -2.6050 -2.7410
H -3.2542 -3.4390 -0.6248
H -3.0992 -2.0876 -1.7489
H -3.0920 -3.7376 -2.3595
C 5.6908 -5.0440 1.2680
O 6.2724 -5.8133 2.3134
H 6.4916 -4.7125 0.6104
H 4.9821 -5.6465 0.6930
H 5.1704 -4.1733 1.6754
H 5.5559 -6.1050 2.8858
F -5.9808 0.0720 -7.4946
Al -6.6596 -1.3005 -6.5106
F -5.3574 -2.1304 -5.9112
F -7.5769 -2.2535 -7.4917
F -7.5569 -0.6235 -5.3022
Li 6.2153 3.6202 1.4610
C -0.5380 9.5405 -2.7740
C -0.4650 10.8677 -2.7476
C 0.2069 11.5818 -1.6291
O 0.2705 12.7919 -1.6076
C 0.7947 10.7568 -0.5437
C 0.7224 9.4288 -0.5675
C 0.0497 8.7183 -1.6852
O -0.0063 7.5097 -1.6956
H -1.0221 8.9991 -3.5769
H -0.8853 11.4893 -3.5280
H 1.2802 11.2982 0.2582
H 1.1445 8.8003 0.2097
Cl -4.7056 0.8728 -6.3211
*
```

(2)
Formula: C59H50FN6O2ReS3
Source: OMol25
Level of theory: ωB97M-V/def2-TZVPD

Calculated values
HOMO level (alpha / beta)   -9.7 / -9.8 eV
Orbital gap (alpha / beta)   7.4 / 7.0 eV
ΔE to the lowest compared entry with this formula, charge and spin   0.00 kJ/mol
DFT total energy   -4129.617413 a.u.
LUMO (alpha / beta)   -2.32 / -2.74 eV

Geometry as ORCA input:
```
! wB97M-V def2-TZVPD RIJCOSX def2/J DEFGRID3
* xyz 1 4
Re 0.1989 0.2306 -2.7195
O -1.7664 0.5684 -3.2271
C -2.5886 1.4495 -2.7740
C -3.9369 1.3350 -3.1960
C -4.9274 2.1417 -2.7086
C -4.6368 3.1216 -1.7565
C -3.3333 3.3114 -1.3745
C -2.2796 2.5288 -1.8820
C -0.9468 2.9172 -1.5416
N 0.1133 2.3559 -1.9875
C 1.4226 2.8153 -1.6516
C 2.2058 1.6130 -1.0437
N 2.1572 0.5577 -2.0421
C 3.2809 0.2790 -2.6434
C 3.3884 -0.1871 -3.9748
C 4.6000 -0.7303 -4.4455
C 4.8292 -0.8977 -5.7831
C 3.8633 -0.4652 -6.7016
C 2.6639 0.0435 -6.2821
C 2.3385 0.1564 -4.9046
O 1.1963 0.6115 -4.5461
H -4.1500 0.5595 -3.9131
H -5.9368 2.0239 -3.0669
H -5.4230 3.7402 -1.3523
H -3.0920 4.0942 -0.6678
H -0.8578 3.8013 -0.8985
H 1.4248 3.6458 -0.9326
H 1.9351 3.1258 -2.5698
H 0.8765 0.5470 0.1351
H 3.2419 1.9260 -0.8722
H 4.2228 0.5456 -2.1555
H 5.3468 -1.0183 -3.7188
H 5.7503 -1.3369 -6.1302
H 4.0786 -0.5343 -7.7571
H 1.9188 0.3560 -6.9964
N -0.4150 -0.3602 -0.9007
S -1.4616 -0.9673 -0.0143
N -1.6733 -0.1950 1.3577
S -0.5838 -0.1286 2.5582
N 0.8528 0.0528 2.2715
S 2.3355 1.2649 1.6961
N 1.5984 1.2701 0.2097
C 3.7486 2.3808 1.2093
C 3.6960 3.7545 1.0180
C 4.8512 4.4530 0.7075
C 6.0632 3.7887 0.6107
C 6.1241 2.4201 0.8172
C 4.9654 1.7199 1.1085
C 1.4792 2.6036 2.5499
C 0.2682 3.0825 2.0857
C -0.3585 4.1118 2.7679
C 0.2289 4.6658 3.8938
C 1.4399 4.1759 4.3555
C 2.0640 3.1361 3.6872
C -0.8399 -1.6602 3.4769
C 0.2209 -2.5139 3.7023
C -0.0041 -3.6885 4.4016
C -1.2753 -3.9834 4.8704
C -2.3282 -3.1105 4.6422
C -2.1100 -1.9401 3.9382
C -1.3918 1.0389 3.6888
C -0.6998 1.4086 4.8282
C -1.3139 2.2311 5.7572
C -2.6151 2.6624 5.5502
C -3.3048 2.2727 4.4132
C -2.6901 1.4575 3.4770
C -1.0218 -2.6732 0.4201
C -1.9548 -3.5303 0.9747
C -1.5542 -4.7935 1.3784
C -0.2275 -5.1746 1.2468
C 0.6984 -4.3110 0.6811
C 0.2972 -3.0539 0.2557
C -3.1792 -1.0400 -0.5912
C -3.5862 -2.0498 -1.4447
C -4.9240 -2.1464 -1.7946
C -5.8392 -1.2341 -1.2938
C -5.4143 -0.2066 -0.4678
C -4.0807 -0.1085 -0.1115
H 2.7633 4.2930 1.1180
H 4.7967 5.5177 0.5426
H 6.9631 4.3360 0.3817
H 7.0695 1.9014 0.7540
H 4.9869 0.6507 1.2665
H -0.1682 2.6489 1.1981
H -1.3098 4.4845 2.4226
H -0.2555 5.4790 4.4138
H 1.8990 4.6098 5.2316
H 3.0047 2.7375 4.0351
H 1.1956 -2.2330 3.3318
H 0.8168 -4.3620 4.5931
H -1.4452 -4.8938 5.4257
H -3.3122 -3.3334 5.0235
H -2.9069 -1.2399 3.7467
H 0.3053 1.0455 4.9753
H -0.7815 2.5212 6.6490
H -3.0927 3.2933 6.2852
H -4.3255 2.5890 4.2583
H -3.2097 1.1281 2.5924
H -2.9832 -3.2194 1.0756
H -2.2760 -5.4804 1.7940
H 0.0833 -6.1535 1.5794
H 1.7266 -4.6213 0.5608
H 0.9767 -2.3630 -0.2217
H -2.8662 -2.7635 -1.8118
H -5.2578 -2.9476 -2.4366
H -6.8830 -1.3267 -1.5535
H -6.1238 0.5083 -0.0829
H -3.7284 0.6693 0.5448
F 2.2077 -6.5925 -2.3729
C 1.6318 -5.4019 -2.6359
C 2.4037 -4.3705 -3.1399
C 1.7989 -3.1647 -3.4291
C 0.4291 -2.9676 -3.2233
C -0.2369 -1.7251 -3.6736
C -0.3062 -4.0271 -2.6857
C 0.2815 -5.2427 -2.3950
H 3.4536 -4.5330 -3.3229
H 2.3924 -2.3620 -3.8409
H -1.3205 -1.8606 -3.6105
H 0.0068 -1.5642 -4.7307
H -1.3695 -3.9141 -2.5308
H -0.2979 -6.0642 -2.0088
*
```

(3)
Formula: C3H9N2
Source: OMol25
Level of theory: ωB97M-V/def2-TZVPD

Calculated values
HOMO level   -14.3 eV
Orbital gap   10.7 eV
ΔE to the lowest compared entry with this formula, charge and spin   250.31 kJ/mol
DFT total energy   -228.891468 a.u.
LUMO   -3.64 eV
Structure (SMILES)   C=N[C@H](C)[NH3+]

Geometry as ORCA input:
```
! wB97M-V def2-TZVPD RIJCOSX def2/J DEFGRID3
* xyz 1 1
C 1.8923 -0.3031 0.6892
C -0.3968 1.3575 0.1737
C -0.0397 -0.0096 -0.6177
N 0.9173 -0.7102 0.0589
N -1.1973 -1.0414 -0.5319
H 2.3656 -1.1193 1.1301
H 1.9447 0.8189 0.9585
H -0.4568 2.2011 -0.3829
H -1.3497 1.1315 0.7068
H 0.3554 1.4758 0.9288
H 0.0607 0.2216 -1.6369
H -0.7379 -2.0225 -0.8734
H -2.0187 -0.9058 -1.1076
H -1.3391 -1.0944 0.5044
*
```

(4)
Formula: C29H59Cl10N6O7
Source: OMol25
Level of theory: ωB97M-V/def2-TZVPD

Calculated values
HOMO level (alpha / beta)   -8.5 / -8.7 eV
Orbital gap (alpha / beta)   8.6 / 8.6 eV
DFT total energy   -6597.357479 a.u.
LUMO (alpha / beta)   0.05 / -0.05 eV

Geometry as ORCA input:
```
! wB97M-V def2-TZVPD RIJCOSX def2/J DEFGRID3
* xyz 0 2
C -1.7267 -1.3229 -2.0822
C -1.8337 -0.5203 -0.8143
N -0.4685 -0.5262 -0.1526
C 0.4414 -1.6036 0.0251
C 1.4948 -1.2447 0.8401
N 1.2959 0.0748 1.2271
C 0.1171 0.4798 0.6313
C 2.0131 1.0261 2.0672
H -1.8371 -2.3349 -1.6926
H -0.8117 -1.1333 -2.6433
H -2.6511 -1.0386 -2.5848
H -2.6180 -0.8886 -0.1530
H -2.0442 0.4819 -1.1876
H 0.2623 -2.5127 -0.5297
H 2.4102 -1.7452 1.1190
H -0.1704 1.5192 0.5735
H 1.7847 0.9729 3.1317
H 1.8648 2.0380 1.6901
H 3.0635 0.7371 2.0321
C -2.0406 3.6212 0.5016
O -2.6352 4.6101 0.2666
O -1.7026 3.3123 1.6572
O -1.8809 2.9295 -0.5185
Cl -3.7775 -3.9063 -4.8993
C -3.3147 -5.5925 -4.4184
C -2.0659 -5.6360 -3.4692
Cl -2.4872 -5.1394 -1.8102
H -2.9377 -6.1764 -5.2580
H -4.2720 -6.0231 -4.1247
H -1.2931 -5.0015 -3.9032
H -1.6389 -6.6384 -3.4392
Cl -0.0286 1.0338 5.0569
C -1.3508 0.9367 3.9332
C -2.4035 -0.2572 4.3632
Cl -1.7179 -1.8876 4.4391
H -0.9080 0.6881 2.9687
H -1.9561 1.8384 3.8406
H -3.1988 -0.4954 3.6569
H -2.7504 0.0772 5.3409
Cl 1.5319 -3.5511 -2.6247
C 3.1357 -3.2762 -1.9117
C 3.7248 -4.5982 -1.5350
Cl 5.1870 -4.3403 -0.4589
H 3.0369 -2.7327 -0.9721
H 3.7339 -2.6500 -2.5735
H 4.0213 -5.1101 -2.4505
H 3.0672 -5.2609 -0.9725
Cl 1.3889 4.4230 5.0710
C 0.5445 4.6398 3.4833
C 0.7073 6.1021 2.8760
Cl 0.2050 7.2238 4.1485
H -0.4791 4.4969 3.8297
H 0.8028 3.7178 2.9623
H 0.1621 6.3033 1.9538
H 1.7587 6.2946 2.6624
Cl 1.6342 4.4365 -3.7026
C 0.6867 3.4423 -2.5539
C -0.1102 2.2388 -3.1709
Cl 0.9227 1.0028 -3.8569
H -0.0351 4.1961 -2.2395
H 1.3316 3.1662 -1.7195
H -0.7161 2.6654 -3.9702
H -0.8071 1.6756 -2.5502
C 5.0116 -0.1953 -1.1545
O 3.8707 -0.0618 -0.8036
N 5.8511 0.8596 -1.4779
C 6.9991 0.6377 -2.3553
C 5.3098 2.1696 -1.4433
H 5.5168 -1.1587 -0.9847
H 7.5806 1.5578 -2.2972
H 6.8272 0.5943 -3.4308
H 7.5663 -0.2770 -2.1834
H 5.7398 2.6587 -0.5692
H 5.3840 2.7437 -2.3669
H 4.2412 2.2802 -1.2586
C -6.6623 -0.2419 2.0234
O -6.5486 -1.0999 1.1418
N -5.8881 0.8042 2.2177
C -6.0519 1.6627 3.4266
C -4.9248 1.2296 1.1512
H -7.4287 -0.2868 2.8126
H -6.4442 1.2120 4.3382
H -6.5674 2.5960 3.2000
H -4.9866 1.8267 3.5890
H -4.9181 0.7230 0.1861
H -5.2418 2.2150 0.8096
H -3.9208 1.3111 1.5675
C 5.6524 -1.0430 2.6280
O 4.3665 -1.1233 2.4547
N 6.4600 -2.0889 2.9373
C 7.9004 -2.0449 3.1941
C 5.8280 -3.4324 2.8917
H 6.1846 -0.0825 2.5492
H 8.5627 -2.7193 2.6513
H 8.0300 -2.1947 4.2659
H 8.2369 -1.0321 2.9723
H 6.1120 -3.8611 1.9306
H 6.1319 -4.0083 3.7658
H 4.7401 -3.3698 2.9172
C -4.6419 1.2907 -2.8045
O -4.5741 2.0619 -1.8614
N -5.6810 0.3928 -2.9433
C -5.7559 -0.4534 -4.2167
C -6.8325 0.2871 -2.0673
H -3.8625 1.1155 -3.5621
H -4.9530 -0.1154 -4.8718
H -6.5786 -0.0047 -4.7734
H -5.8756 -1.5368 -4.2037
H -7.7218 0.7028 -2.5411
H -7.1048 -0.6800 -1.6447
H -6.5999 0.9215 -1.2121
*
```